No. 1
{"formula": "C16H10F11N5NbO6Sb", "method": "ωB97M-V/def2-TZVPD", "symbols": ["Nb", "O", "C", "O", "C", "C", "N", "N", "C", "C", "O", "O", "H", "H", "H", "F", "C", "C", "F", "C", "F", "C", "O", "C", "F", "C", "F", "C", "N", "C", "C", "C", "N", "C", "O", "N", "H", "H", "H", "H", "H", "H", "H", "F", "Sb", "F", "F", "F", "F", "F"], "coordinates": [[-0.49, -0.36, -0.28], [1.54, -5.83, -1.20], [0.36, -5.90, -0.66], [-0.15, -6.94, -0.24], [-0.50, -4.65, -0.63], [-1.85, -4.52, -0.43], [-2.18, -3.21, -0.41], [-1.11, -2.41, -0.62], [0.00, -3.27, -0.75], [1.24, -2.67, -0.93], [2.36, -3.13, -1.13], [1.18, -1.29, -0.82], [1.93, -4.92, -1.35], [-2.53, -5.31, -0.35], [-3.08, -2.77, -0.15], [2.77, 4.78, -4.66], [2.31, 3.84, -3.83], [3.06, 3.31, -2.75], [4.36, 3.66, -2.63], [2.50, 2.44, -1.83], [3.26, 1.94, -0.79], [1.16, 2.07, -1.92], [0.59, 1.16, -1.05], [0.42, 2.61, -2.93], [-0.88, 2.28, -3.23], [0.97, 3.42, -3.90], [0.21, 3.82, -4.91], [1.71, -0.71, 4.26], [1.14, 0.36, 3.39], [1.14, 1.70, 3.81], [0.50, 2.69, 3.12], [-0.25, 2.32, 1.96], [-0.22, 1.05, 1.55], [0.36, 0.07, 2.26], [0.18, -1.13, 1.83], [-1.04, 3.20, 1.32], [2.36, -0.25, 4.98], [2.22, -1.45, 3.61], [0.89, -1.20, 4.80], [1.76, 1.89, 4.70], [0.69, 3.69, 3.45], [-1.09, 4.15, 1.65], [-1.88, 2.81, 0.81], [-1.77, 0.02, -1.69], [-3.99, 0.40, -0.53], [-5.36, 0.86, 0.73], [-4.36, -1.74, -0.11], [-4.83, 0.88, -2.27], [-2.27, -0.03, 0.88], [-3.32, 2.27, -0.09]], "gap_ha": [0.104, 0.089], "lumo_energy_ev": [-14.08, -14.51], "e_tot_ev": -74440.498, "multiplicity": 2, "homo_ev": [-16.9, -16.9], "s2": 0.76, "charge": 3}

No. 2
{"formula": "C4H6N2O", "method": "ωB97M-V/def2-TZVPD", "symbols": ["C", "C", "O", "C", "N", "C", "N", "H", "H", "H", "H", "H", "H"], "coordinates": [[-2.31, 0.52, 0.01], [-1.00, -0.18, 0.03], [0.05, 0.51, -0.24], [1.31, 0.06, -0.29], [1.52, -1.29, 0.01], [2.28, 1.02, -0.61], [3.14, 1.77, -0.85], [-2.26, 1.41, -0.62], [-3.09, -0.15, -0.38], [-2.63, 0.83, 1.02], [1.50, -1.90, -0.80], [-0.85, -1.23, 0.27], [2.38, -1.45, 0.53]], "gap_ha": [0.270, 0.300], "lumo_energy_ev": [0.01, 0.57], "e_tot_ev": -9269.657, "homo_ev": [-7.3, -7.6], "relative_energy_kcal_mol": 88.7, "charge": 0}

No. 3
{"formula": "C3H8S2", "method": "ωB97M-V/def2-TZVPD", "symbols": ["C", "C", "H", "H", "H", "H", "C", "S", "S", "H", "H", "H", "H"], "coordinates": [[-3.14, 0.09, 0.46], [-2.11, 0.87, 0.20], [-3.60, -0.52, -0.31], [-3.47, -0.06, 1.48], [-1.82, 1.12, -0.82], [-1.60, 1.40, 0.99], [3.12, -0.19, -0.25], [1.84, -0.16, -1.49], [0.38, -1.45, -0.72], [3.47, 0.83, -0.17], [2.76, -0.40, 0.75], [3.95, -0.86, -0.46], [0.21, -0.67, 0.35]], "smiles": "C=C.CSS", "gap_ha": 0.341, "lumo_energy_ev": 0.61, "e_tot_ev": -24910.026, "homo_ev": -8.7, "relative_energy_kcal_mol": 31.6, "charge": 0}